(1)
Entry from the OMol25 dataset: a molecular structure, C40H57B2F4N9O4ScSi (ωB97M-V/def2-TZVPD).

The geometry in ORCA input format:
```
! RIJCOSX wB97M-V def2-TZVPD def2/J DEFGRID3
* xyz 1 1
C -5.292 0.546 0.399
Sc -0.569 -0.578 -0.836
H 2.529 5.713 3.934
H 2.129 3.950 5.728
F -0.509 -1.670 3.944
N 1.496 -1.156 -1.602
H -1.993 -2.903 -7.390
H 6.191 3.187 2.371
H 3.121 0.353 5.771
C -6.067 0.365 -1.824
Si 2.559 2.945 3.035
F 1.321 -2.597 -4.810
H 3.320 -1.602 2.382
H 0.220 2.334 4.858
C 0.933 2.812 -3.392
H 3.114 0.052 4.043
N 0.020 1.138 -2.208
H 1.501 3.685 -3.657
F 1.964 -3.567 -2.805
C 4.090 3.428 0.637
C 0.844 2.177 -2.153
C -4.769 0.198 -2.251
O 0.822 -0.911 2.246
H -6.865 0.393 -2.556
H -3.711 -2.100 -3.103
H -1.477 -5.709 -1.340
C -2.688 -2.092 -4.977
H 2.732 2.611 6.694
H 3.369 2.962 -0.035
C 2.794 3.087 5.712
C -1.042 1.179 1.784
H -0.409 5.343 3.202
O -1.497 -1.833 1.862
H 0.221 5.128 0.976
H -0.098 -0.100 -5.765
H 3.820 3.442 5.590
C -1.225 -0.007 -3.949
H 3.957 -2.843 -1.582
C 2.517 -1.437 -0.895
C 2.236 5.628 2.885
H -2.560 -3.917 1.947
H 1.613 6.496 2.653
C 4.458 1.253 1.746
C -1.346 -3.582 -1.308
C 0.126 4.429 3.472
H -7.996 -0.104 0.800
H 3.882 4.494 0.692
H 2.489 -3.059 1.907
C -2.220 -0.569 -3.145
H -0.154 2.197 -5.246
H -1.328 -1.342 -7.875
H -0.548 3.597 3.279
N -0.426 1.083 -3.474
C -3.671 0.129 -1.371
C -1.956 1.300 2.822
C -3.971 0.408 -0.024
O 1.606 -1.234 -2.962
C 3.866 -1.767 -1.431
C -3.155 0.948 2.252
H 0.919 1.140 5.937
C 4.123 2.733 2.005
C -2.310 -4.331 0.976
C -1.307 -2.109 -7.100
H 5.122 4.443 2.991
H 5.308 2.913 3.865
C -1.669 -1.543 -5.756
H -1.328 -4.940 -2.936
H -3.262 -2.925 -5.365
C -1.774 -4.856 -1.950
H 1.756 4.467 0.431
H -3.204 -4.719 0.486
C -6.364 0.498 -0.472
C 2.392 2.024 4.659
H 0.432 3.385 0.905
H 5.298 1.217 1.048
H -2.862 -4.880 -2.045
H 4.755 0.721 2.644
C 3.319 0.809 4.798
H -8.490 0.495 -0.780
H -1.789 1.548 3.854
C 0.956 1.538 4.919
C 1.392 4.359 2.607
C -0.941 -0.500 -5.217
N 1.128 -0.845 0.903
H 3.131 5.699 2.270
N -1.631 0.781 0.659
N -1.328 -2.131 0.528
H 1.324 2.427 -1.220
H 0.673 0.727 4.245
H 4.647 -1.434 -0.749
H 3.967 -2.580 1.039
F 0.309 -3.219 2.410
C 2.206 -1.454 0.569
C -2.943 -1.630 -3.704
H -5.510 0.714 1.442
H -0.298 -2.524 -7.067
H -1.618 -5.163 1.117
B -0.225 -1.944 2.630
C -7.776 0.636 0.029
H -4.126 0.906 2.703
H 4.375 1.077 4.774
H -4.581 0.107 -3.310
H -7.952 1.623 0.460
C 0.105 2.074 -4.210
O -0.254 -2.905 -3.148
H 3.625 0.721 1.285
C 0.940 4.321 1.134
H 0.336 4.481 4.539
C 5.237 3.364 2.874
C 3.063 -2.218 1.520
H 0.029 1.284 1.806
C -1.677 -3.292 0.121
B 1.186 -2.603 -3.450
N -2.387 -0.138 -1.811
H 3.986 -1.296 -2.405
H 5.076 3.317 0.180
N -0.627 -2.684 -1.870
N -2.946 0.646 0.958
*
```

## Properties
HOMO-LUMO gap: 4.6 eV
electronic energy: -104810.4184 eV
F_max: 0.51 eV Å⁻¹
HOMO level: -9.0 eV

---

(2)
Entry from the OMol25 dataset: a molecular structure, C24H44ClF5FeOP2 at a distorted geometry (ωB97M-V/def2-TZVPD).

The geometry in ORCA input format:
```
! RIJCOSX wB97M-V def2-TZVPD def2/J DEFGRID3
* xyz -1 6
H -1.329 -3.741 -2.583
H -3.109 -3.550 -0.971
H -1.597 3.480 1.660
H -1.250 1.377 1.136
H -3.148 -2.002 -2.956
H -0.781 -2.432 -3.627
P 0.984 1.688 1.932
F 0.239 -4.030 0.438
C 0.419 3.330 2.525
C 1.134 3.781 3.812
H -1.918 1.698 -3.575
C -1.521 0.669 -3.638
C 0.007 0.778 -3.882
C -1.116 3.450 2.652
C 1.574 0.662 3.362
H 0.759 3.239 4.694
C 2.372 -2.977 0.599
H -4.317 1.178 -3.227
F 4.433 -1.743 0.292
F 1.358 -6.108 -1.096
C -2.965 -2.464 -0.890
C 2.101 -5.036 -0.695
Fe -0.405 0.110 1.565
H -3.950 -2.058 -0.644
C 2.442 2.115 0.922
C 2.963 1.001 -0.003
H -3.018 1.852 -1.201
H 0.859 -0.200 5.203
C -1.115 -2.660 -2.607
H 3.231 1.460 -0.968
H 3.868 0.524 0.393
C 0.432 0.382 4.370
C -3.847 0.410 0.134
H 4.442 2.905 1.150
H -0.029 1.305 4.760
H -4.784 -0.330 -2.457
C 3.369 -4.878 -1.261
H 2.383 -1.288 3.797
H -0.271 -2.518 -1.918
C -3.382 0.814 -1.273
H -4.739 -0.228 0.132
F 3.889 -5.788 -2.147
H 3.378 -0.374 2.634
H 0.552 -0.177 -3.793
H -4.067 1.284 0.763
C 2.341 -0.617 2.923
H 0.101 0.236 -1.510
C 3.539 2.796 1.764
H -1.559 2.596 3.198
H 1.984 2.880 0.265
H 0.181 1.118 -4.914
C -4.546 0.721 -2.262
H 0.746 3.974 1.685
H 0.460 1.527 -3.214
P -2.046 -0.106 -2.074
H 0.913 4.851 3.941
H -5.464 1.179 -1.876
H 3.830 2.229 2.665
H 2.241 0.190 -0.201
H 1.908 -1.209 2.085
Cl -1.732 -1.376 2.378
H 2.289 1.359 3.832
H -3.292 -0.161 -4.651
H 3.229 3.806 2.061
O -0.793 0.065 -1.142
C 4.084 -3.720 -0.954
C 1.587 -4.020 0.179
H -2.110 0.580 -5.726
C -2.219 -0.012 -4.808
H 2.227 3.673 3.761
H -1.371 4.377 3.191
F 5.259 -3.486 -1.550
C 3.600 -2.808 0.036
H -3.060 -0.132 0.674
H -1.788 -0.998 -4.993
C -2.371 -1.882 -2.179
H -2.319 -2.302 -0.015
H -0.376 -0.238 3.917
*
```

## Properties
HOMO-LUMO gap (spin up / spin down): 3.0 / 6.8 eV
electronic energy: -106719.7143 eV
F_max: 2.74 eV Å⁻¹
expectation value of S²: 8.772
HOMO level (spin up / spin down): -0.4 / -4.3 eV

---

(3)
Entry from the OMol25 dataset: a molecular structure, C44H32GeN10O9Ti (ωB97M-V/def2-TZVPD).

The geometry in ORCA input format:
```
! RIJCOSX wB97M-V def2-TZVPD def2/J DEFGRID3
* xyz 0 1
C 2.486 1.489 0.560
H 1.273 -3.437 1.633
H 1.417 1.321 0.460
H 2.131 -1.269 0.847
O -0.773 0.243 1.354
C 6.211 -1.315 -4.784
C -6.297 -0.444 -2.583
H 1.590 -2.544 -3.214
C -2.130 -4.125 -3.200
H 6.613 -2.827 -3.314
H 0.552 -5.154 0.004
N -1.091 3.827 3.549
H 5.563 0.277 -6.067
C -4.851 -1.527 -1.023
H 0.173 4.186 -0.768
C -1.425 -0.917 3.331
O -0.182 -2.508 6.887
C -2.625 -1.370 2.746
O -3.063 -0.823 1.642
H 0.350 -0.390 -4.031
C 0.123 0.473 -3.400
H -3.834 2.808 -1.725
O -0.615 0.141 -1.136
C 2.957 2.207 1.650
O 0.067 0.916 3.292
H 6.272 2.086 0.978
H 1.072 1.881 -2.077
C 1.013 -3.939 -1.704
C 1.501 -2.716 -2.145
C 3.369 0.966 -0.386
C 1.423 5.292 0.583
C 4.932 -1.613 -2.771
H -2.652 2.585 4.046
C -2.887 -2.881 4.645
H 3.723 0.961 -4.605
C -0.971 -1.420 4.534
C 0.361 4.479 0.256
N -2.708 1.701 -0.413
H 4.751 -2.166 -1.855
O -2.019 -0.384 -2.755
H -0.890 3.988 4.522
H 1.919 1.634 -3.587
C -3.658 1.850 -1.246
C 0.831 5.168 2.917
C 4.319 2.428 1.799
C 4.735 1.189 -0.219
C -1.599 3.080 0.978
C 5.980 -1.995 -3.596
N -1.861 -2.198 -0.363
H -3.459 -3.636 5.162
C -5.564 0.721 -2.394
C -0.493 3.999 1.253
C 1.332 -3.235 0.569
H 2.498 6.264 2.172
H 5.439 0.789 -0.941
H -0.401 1.173 -4.057
H -5.804 1.634 -2.921
C 4.347 0.127 -4.305
C 1.655 5.635 1.917
N -1.819 2.746 -0.251
H -6.483 -2.507 -1.995
N -1.220 -2.956 6.443
C 5.391 -0.254 -5.139
C 5.209 1.920 0.863
H -4.544 -2.390 -0.451
N -2.511 -3.909 -1.950
C 0.931 -4.201 -0.343
C -0.918 0.024 -2.404
C -5.941 -1.579 -1.883
O -4.756 -2.945 1.722
C -1.703 -2.406 5.170
H 2.255 2.575 2.388
C -2.070 2.972 3.215
Ti -2.046 -0.320 0.097
C -0.645 0.164 2.666
H 4.689 2.988 2.649
H 0.706 -4.688 -2.424
H -7.133 -0.460 -3.268
C 1.817 -2.013 0.123
C -0.242 4.345 2.578
C -2.131 -3.000 -1.193
C 1.365 1.117 -2.800
O -1.884 -3.827 6.967
N -4.145 -0.419 -0.847
C -4.500 0.687 -1.518
H 2.090 5.648 -0.190
C 4.100 -0.544 -3.109
Ge 2.657 -0.051 -1.886
N -4.593 -2.919 2.925
C 1.912 -1.737 -1.240
H 7.025 -1.614 -5.432
H -0.057 -1.040 4.968
N -1.866 -4.370 -4.296
N -2.368 2.595 2.018
O -5.379 -3.366 3.736
C -3.332 -2.372 3.442
H 1.012 5.422 3.954
*
```

## Properties
HOMO-LUMO gap: 7.4 eV
electronic energy: -159106.5834 eV
F_max: 0.57 eV Å⁻¹
HOMO level: -8.9 eV

---

(4)
Entry from the OMol25 dataset: 8 unconnected molecules or ions with the total composition C23H62FN2O23PS9 at a distorted geometry (ωB97M-V/def2-TZVPD).

The geometry in ORCA input format:
```
! RIJCOSX wB97M-V def2-TZVPD def2/J DEFGRID3
* xyz 0 1
H -0.899 8.526 7.666
C -1.431 3.071 -2.877
H -5.043 -6.319 -3.671
C 3.917 -1.294 2.410
H 4.678 -2.967 1.271
H -0.155 -1.115 2.470
H 0.831 3.314 6.621
S 0.155 2.812 -2.122
H -2.612 3.073 4.510
H -0.743 -4.508 -6.161
H -2.805 -5.578 -5.357
H -2.050 -3.327 -6.240
C 3.281 2.733 -3.037
H -1.679 4.133 -2.827
H -0.789 0.122 -0.530
C -1.692 -8.549 4.976
S -2.546 0.957 0.820
H 0.302 -5.634 1.217
S -3.140 -6.430 -1.646
O -3.518 -4.397 -9.338
H -5.480 -0.953 -0.103
H -3.588 2.126 3.380
O -1.334 -4.461 -3.616
O 6.399 4.372 -0.491
H -0.805 7.668 4.711
H 2.724 4.724 -3.591
O 2.563 -1.592 2.097
F -2.125 -1.958 -3.755
S -2.507 -3.415 -9.009
H -3.652 -5.161 -6.852
H 8.961 5.488 -0.986
C -5.215 -2.384 -1.499
H -2.166 2.487 -2.321
C -0.706 -7.421 4.739
H 4.554 -3.279 3.000
H -1.070 -6.479 5.165
O 0.489 1.408 -2.245
H -2.401 1.308 4.392
H 1.612 4.719 7.401
O 6.698 6.858 -0.465
H -1.390 2.728 -3.912
O -3.682 0.349 1.480
H -1.851 9.279 6.362
H 0.236 -7.660 5.243
C -1.672 -0.314 -0.059
O 0.181 3.500 -0.850
H 4.334 3.000 -2.900
H 5.724 8.455 0.331
O 1.705 -1.748 4.447
H 5.588 6.506 1.922
H -0.073 -7.310 0.683
C -2.672 -5.397 -6.428
C 4.805 -2.515 2.259
N -4.050 -3.928 -3.327
S -2.396 -3.497 -2.970
O -2.539 -7.550 2.067
O 1.039 3.656 -3.200
O -2.110 -3.235 -1.457
H 3.996 -0.867 3.416
H 5.858 -2.248 2.396
C -1.366 8.355 6.692
O 0.403 6.778 6.149
O -1.392 -4.113 -8.047
H -2.090 -2.799 -11.240
C -1.536 2.421 2.751
S 6.626 5.503 -1.367
H -1.391 -1.101 0.644
H -5.672 -5.312 -1.678
H -1.347 -9.472 4.500
S -0.315 5.316 6.165
O -1.864 -5.266 2.932
H -1.750 3.304 2.140
H 4.781 7.558 -0.857
H -2.343 -0.719 -0.819
O -2.685 2.107 -0.047
H -4.691 -1.865 -3.715
O 2.013 -3.840 3.051
H 4.537 5.671 0.782
N -5.371 -1.038 -1.152
C 2.393 3.953 -2.887
C 1.140 4.352 6.488
H -0.567 2.590 3.234
H 8.495 4.559 -2.439
H 3.989 7.182 1.519
H -0.677 -2.482 -10.187
P -4.549 -5.467 -2.581
C 4.862 6.660 1.117
O 5.800 5.754 -2.529
C -2.593 2.223 3.822
C 5.482 7.447 -0.022
S 1.679 -2.436 3.174
H 2.472 4.381 -1.881
C -1.686 -4.269 -6.665
H 4.248 -0.524 1.706
C 8.327 5.478 -1.874
H 0.134 -2.520 1.384
H -2.327 -6.320 -6.905
H -1.110 -5.951 0.164
H -0.642 -2.761 2.975
H 3.030 1.968 -2.297
H -2.144 7.600 6.834
C -5.025 -2.801 -3.073
O -1.178 5.234 7.325
H 1.818 4.436 5.637
H -1.825 -8.730 6.047
H -6.082 -3.168 -3.487
H 0.380 8.706 5.503
H 3.154 2.281 -4.026
H -5.210 -3.133 -0.579
S -1.527 -6.567 2.396
C -1.470 -3.192 -10.433
C -0.490 -6.344 0.972
H -1.053 -4.158 -10.722
O -0.788 5.009 4.832
H -2.672 -8.313 4.552
O -2.844 -2.114 -8.473
C -0.337 7.896 5.676
O -1.398 1.267 1.933
C 0.093 -2.177 2.420
O -0.412 -7.265 3.357
H 8.523 6.348 -2.504
*
```

## Properties
HOMO-LUMO gap: 8.1 eV
electronic energy: -184445.0913 eV
F_max: 7.43 eV Å⁻¹
structure (SMILES): [H]/N=C/CN([PH2]=S)S(=O)(=O)F.CCOS(C)(=O)=O.CCOS(C)(=O)=O.CCOS(C)(=O)=O.CCOS(C)(=O)=O.CCOS(C)(=O)=O.CCOS(C)(=O)=O.CCOS(C)(=O)=O
HOMO level: -9.5 eV

---

> Which value of electronic energy does entry 1 give?

-104810.4184 eV

---

> electronic energy of number 2 (C24H44ClF5FeOP2)?

-106719.7143 eV

---

> Number 4 is which compound?

C23H62FN2O23PS9